Record 1
C35H34BaClNOSi2 | wB97M-V/def2-TZVPD

Calculated values
net charge: 0
lowest unoccupied orbital energy: -0.11 eV
frontier orbital gap: 5.5 eV

Last column: Mulliken charge in e.
CARTESIAN COORDINATES (ANGSTROEM)
C1 -3.165 -3.451 -0.345  -0.45
C2 -1.943 -3.495 0.386  -1.63
C3 -1.816 -2.269 1.094  -0.06
H1 -1.261 -4.346 0.440  0.36
C4 -2.936 -1.458 0.780  -0.26
C5 -3.780 -2.194 -0.094  -0.55
H2 -4.771 -1.893 -0.425  0.52
H3 -3.594 -4.258 -0.937  0.46
H4 -1.039 -2.014 1.819  0.67
H5 -3.141 -0.470 1.192  0.33
Ba1 -1.153 -1.605 -1.988  1.20
Si1 -0.042 1.468 -0.524  -0.47
C6 1.276 0.059 -0.861  0.87
C7 2.146 0.092 -1.964  -0.65
H6 2.158 0.962 -2.618  0.38
C8 3.031 -0.951 -2.224  -0.67
H7 3.746 -0.859 -3.039  0.47
C9 3.004 -2.118 -1.449  -0.82
H8 3.707 -2.933 -1.643  0.44
C10 2.075 -2.224 -0.411  -0.67
H9 2.022 -3.134 0.199  0.48
C11 1.240 -1.140 -0.112  -0.12
H10 0.559 -1.238 0.742  0.32
C12 -0.211 1.343 1.475  1.71
C13 0.570 0.598 2.419  0.07
H11 1.478 0.011 2.167  0.18
C14 0.106 0.489 3.752  -0.82
H12 0.739 -0.001 4.497  0.38
C15 -1.136 1.009 4.117  -0.80
H13 -1.500 0.887 5.139  0.44
C16 -1.918 1.703 3.182  -0.64
H14 -2.897 2.101 3.459  0.42
C17 -1.440 1.909 1.884  -0.74
H15 -2.044 2.477 1.167  0.29
H16 -1.233 0.571 -0.502  -0.12
Si2 2.011 1.879 1.125  0.07
C18 2.023 3.364 2.248  0.59
C19 3.045 3.500 3.206  -0.75
H17 4.030 3.081 3.004  0.34
C20 2.763 4.109 4.434  -0.55
H18 3.524 4.140 5.214  0.39
C21 1.496 4.647 4.681  -0.56
H19 1.238 5.025 5.666  0.38
C22 0.551 4.692 3.650  -0.31
H20 -0.418 5.162 3.825  0.39
C23 0.846 4.118 2.415  -0.58
H21 0.129 4.177 1.594  0.40
C24 3.777 1.444 0.715  0.56
C25 4.479 0.371 1.281  -0.25
H22 3.984 -0.253 2.031  0.37
C26 5.791 0.102 0.877  -0.77
H23 6.335 -0.723 1.335  0.39
C27 6.397 0.892 -0.106  -0.47
H24 7.417 0.688 -0.413  0.38
C28 5.698 1.955 -0.687  -0.60
H25 6.163 2.564 -1.458  0.39
C29 4.391 2.232 -0.275  -0.28
H26 3.823 3.049 -0.728  0.41
H27 -0.558 2.781 -0.979  -0.25
Cl1 -0.545 1.184 -3.002  -0.41
O1 -3.505 -0.303 -2.557  -0.19
C30 -4.749 -0.816 -3.097  -0.87
C31 -4.469 -2.133 -3.768  0.39
C32 -5.375 -2.682 -4.689  -0.81
C33 -5.068 -3.904 -5.294  -0.27
C34 -3.866 -4.533 -4.959  -0.75
C35 -3.015 -3.924 -4.030  -0.25
N1 -3.308 -2.736 -3.461  0.33
H28 -3.560 0.658 -2.430  0.18
H29 -5.483 -0.958 -2.287  0.29
H30 -5.152 -0.109 -3.834  0.54
H31 -6.282 -2.121 -4.893  0.43
H32 -5.746 -4.355 -6.018  0.39
H33 -3.578 -5.496 -5.385  0.38
H34 -2.070 -4.397 -3.728  0.41


Record 2
C32H37Cl69N2O3 | wB97M-V/def2-TZVPD

Calculated values
net charge: 0
lowest unoccupied orbital energy: -1.06 eV
frontier orbital gap: 8.4 eV

Last column: Mulliken charge in e.
CARTESIAN COORDINATES (ANGSTROEM)
C1 2.659 2.526 -1.100  -0.54
C2 2.103 2.873 -2.579  -0.28
C3 0.973 4.036 -2.581  -0.55
C4 0.094 3.857 -1.238  0.66
N1 -1.222 4.532 -1.483  -0.27
C5 -2.352 3.811 -0.865  -0.09
C6 -3.077 2.759 -1.532  0.86
C7 -2.707 2.241 -2.996  -0.22
N2 -3.541 1.048 -3.437  -0.71
C8 -4.205 2.328 -0.505  0.41
O1 -5.083 1.440 -0.659  -0.68
O2 -4.170 3.135 0.699  -0.22
C9 -3.005 3.981 0.587  0.03
O3 -2.492 4.737 1.428  -0.50
H1 2.782 3.480 -0.460  0.07
H2 1.890 1.850 -0.559  -0.01
H3 3.652 1.956 -1.109  0.31
H4 1.621 1.957 -3.092  0.07
H5 2.991 3.199 -3.221  0.33
H6 0.335 3.995 -3.544  0.35
H7 1.503 5.059 -2.603  0.24
H8 -0.083 2.767 -0.948  -0.61
H9 0.648 4.457 -0.421  0.15
H10 -1.411 4.669 -2.480  0.39
H11 -1.623 1.832 -2.924  0.10
H12 -2.689 3.048 -3.800  0.26
H13 -3.257 0.307 -2.762  0.28
H14 -3.100 0.773 -4.337  0.30
C10 -0.177 -0.808 0.898  -0.50
Cl1 -0.873 0.681 0.240  0.02
Cl2 0.036 -2.012 -0.382  0.03
Cl3 1.365 -0.476 1.700  0.02
H15 -0.867 -1.212 1.636  0.40
C11 1.806 -3.640 -3.404  -0.17
Cl4 2.088 -1.908 -3.180  0.02
Cl5 1.009 -4.333 -1.983  0.02
Cl6 0.842 -3.932 -4.859  -0.06
H16 2.771 -4.130 -3.527  0.27
C12 2.559 -6.290 1.172  0.45
Cl7 0.813 -6.003 1.111  -0.12
Cl8 3.267 -6.169 -0.444  -0.03
Cl9 3.338 -5.150 2.278  -0.14
H17 2.727 -7.298 1.545  -0.18
C13 5.654 -0.406 -4.086  -0.03
Cl10 5.428 -1.144 -2.495  -0.09
Cl11 4.390 0.791 -4.401  -0.07
Cl12 7.256 0.336 -4.207  -0.13
H18 5.581 -1.187 -4.840  0.31
C14 3.729 6.832 0.684  -0.14
Cl13 2.385 7.032 -0.449  -0.08
Cl14 3.283 5.725 1.990  -0.04
Cl15 5.173 6.251 -0.160  -0.13
H19 3.955 7.803 1.120  0.38
C15 6.101 -8.904 -2.201  0.03
Cl16 7.625 -9.005 -3.094  -0.13
Cl17 6.348 -8.119 -0.635  -0.09
Cl18 4.883 -8.036 -3.148  -0.11
H20 5.740 -9.916 -2.025  0.28
C16 3.456 0.327 5.318  -0.05
Cl19 4.842 1.021 6.174  -0.15
Cl20 1.985 1.245 5.667  -0.03
Cl21 3.760 0.281 3.575  -0.12
H21 3.314 -0.694 5.666  0.35
C17 -0.733 -5.857 -8.463  -0.07
Cl22 0.790 -5.964 -9.354  -0.10
Cl23 -0.484 -5.068 -6.898  -0.08
Cl24 -1.949 -4.989 -9.411  -0.12
H22 -1.097 -6.867 -8.283  0.30
C18 -4.031 6.604 -3.352  -0.15
Cl25 -5.557 7.151 -2.648  -0.05
Cl26 -2.795 7.866 -3.227  -0.15
Cl27 -3.490 5.116 -2.552  -0.09
H23 -4.197 6.390 -4.407  0.30
C19 1.406 3.062 9.161  0.25
Cl28 0.048 3.227 8.037  -0.12
Cl29 0.977 1.989 10.501  -0.14
Cl30 2.841 2.462 8.319  -0.01
H24 1.634 4.044 9.569  0.00
C20 -2.845 -6.082 -2.788  -0.01
Cl31 -1.657 -6.976 -1.827  -0.10
Cl32 -2.123 -5.519 -4.303  0.00
Cl33 -4.265 -7.087 -3.112  -0.13
H25 -3.163 -5.213 -2.216  0.28
C21 -8.251 10.110 -2.859  -0.01
Cl34 -6.528 10.158 -3.249  -0.11
Cl35 -9.224 10.680 -4.221  -0.13
Cl36 -8.723 8.468 -2.400  -0.04
H26 -8.430 10.769 -2.011  0.29
C22 -11.091 5.181 -0.626  0.15
Cl37 -12.510 5.478 -1.643  -0.13
Cl38 -9.635 5.833 -1.388  -0.05
Cl39 -11.319 5.885 0.980  -0.14
H27 -10.969 4.105 -0.515  0.18
C23 0.276 4.944 4.406  -0.24
Cl40 -0.396 6.451 3.769  -0.12
Cl41 0.514 3.772 3.102  0.11
Cl42 1.802 5.253 5.248  0.05
H28 -0.432 4.527 5.120  0.26
C24 4.772 -9.696 2.827  -0.01
Cl43 3.764 -9.669 1.373  -0.12
Cl44 5.036 -8.051 3.432  -0.12
Cl45 4.030 -10.709 4.073  -0.10
H29 5.738 -10.125 2.567  0.36
C25 6.709 -10.046 7.401  -0.12
Cl46 5.735 -11.521 7.485  -0.13
Cl47 8.431 -10.429 7.550  -0.11
Cl48 6.392 -9.178 5.891  -0.02
H30 6.428 -9.402 8.231  0.41
C26 9.310 -6.788 9.112  0.03
Cl49 9.141 -7.342 10.784  -0.13
Cl50 7.981 -7.400 8.117  -0.09
Cl51 9.375 -5.021 9.046  -0.12
H31 10.244 -7.180 8.714  0.29
C27 3.962 6.429 8.571  -0.08
Cl52 3.679 5.700 10.161  -0.17
Cl53 4.330 5.180 7.372  -0.06
Cl54 2.561 7.383 8.067  -0.10
H32 4.820 7.094 8.647  0.38
C28 -14.392 8.991 -1.781  0.27
Cl55 -15.812 9.285 -2.794  -0.13
Cl56 -12.936 9.642 -2.546  -0.09
Cl57 -14.618 9.696 -0.174  -0.13
H33 -14.267 7.916 -1.668  0.06
C29 3.194 8.797 12.222  0.47
Cl58 1.544 8.921 12.849  -0.12
Cl59 3.400 9.836 10.804  -0.12
Cl60 4.369 9.216 13.476  -0.13
H34 3.368 7.767 11.919  -0.08
C30 0.491 -8.245 -12.782  -0.03
Cl61 2.121 -7.734 -12.319  -0.13
Cl62 0.449 -9.986 -13.093  -0.08
Cl63 -0.677 -7.810 -11.526  -0.09
H35 0.217 -7.726 -13.699  0.34
C31 0.659 -13.482 -10.382  0.02
Cl64 0.176 -13.972 -12.012  -0.12
Cl65 2.311 -14.014 -10.037  -0.12
Cl66 0.517 -11.729 -10.192  -0.08
H36 -0.010 -13.960 -9.668  0.30
C32 -7.848 1.813 0.924  0.59
Cl67 -8.928 1.809 -0.479  -0.14
Cl68 -7.661 3.454 1.561  -0.14
Cl69 -8.456 0.724 2.179  -0.14
H37 -6.869 1.456 0.604  -0.11


Record 3
C36H78FN13O31 | wB97M-V/def2-TZVPD

Calculated values
SMILES string: [H]/N=C\C[C@@](CCCF)(O[C@@H](CC(=O)O)N(C)C(C)=O)[C@@H](CCO)O[C@H](CCCCCOC)CCC(=O)O.C[N+](=O)[O-].C[N+](=O)[O-].C[N+](=O)[O-].C[N+](=O)[O-].C[N+](=O)[O-].C[N+](=O)[O-].C[N+](=O)[O-].C[N+](=O)[O-].C[N+](=O)[O-].C[N+](=O)[O-].C[N+](=O)[O-]
net charge: 0
lowest unoccupied orbital energy: -0.44 eV
frontier orbital gap: 9.2 eV

Last column: Mulliken charge in e.
CARTESIAN COORDINATES (ANGSTROEM)
H1 3.408 -1.505 -3.885  0.41
N1 3.030 -1.942 -4.740  -0.80
C1 1.758 -2.242 -4.532  -0.34
C2 1.110 -1.886 -3.120  -0.36
C3 0.074 -0.639 -3.153  0.34
C4 -0.043 0.038 -4.622  0.29
C5 -0.991 -0.767 -5.635  -0.23
C6 -1.723 0.286 -6.595  -0.23
F1 -2.754 -0.401 -7.325  -0.36
O1 -1.174 -1.158 -2.649  -0.02
C7 -2.165 -0.138 -2.401  -1.52
C8 -3.513 -0.645 -3.135  0.71
C9 -4.819 0.186 -2.779  0.13
O2 -5.839 -0.479 -2.427  -0.60
O3 -4.943 1.591 -2.803  -0.39
N2 -2.284 0.027 -0.922  1.40
C10 -2.702 1.392 -0.502  -0.73
C11 -3.029 -1.048 -0.266  0.64
C12 -4.470 -0.916 0.422  -0.92
O4 -2.474 -2.186 -0.188  -0.63
C13 0.720 0.519 -2.210  0.48
C14 0.894 0.070 -0.682  -0.49
C15 0.533 1.190 0.404  -0.09
O5 -0.068 0.566 1.580  -0.56
O6 2.041 0.773 -2.778  0.05
C16 2.528 2.068 -2.383  0.19
C17 2.102 3.252 -3.420  0.52
C18 2.345 4.653 -2.675  -0.92
C19 0.875 5.192 -2.207  0.35
C20 0.117 5.624 -3.572  -0.83
C21 -1.161 4.728 -3.920  0.09
O7 -1.902 5.429 -4.968  -0.42
C22 -3.238 5.621 -4.429  -0.48
C23 4.156 2.075 -2.387  -0.98
C24 4.794 0.699 -1.876  0.68
C25 6.374 0.696 -2.233  0.20
O8 6.754 0.130 -3.288  -0.56
O9 7.359 1.297 -1.407  -0.43
H2 1.140 -2.745 -5.352  0.48
H3 1.959 -1.755 -2.375  0.39
H4 0.528 -2.825 -2.779  -0.15
H5 -0.551 1.068 -4.461  -1.04
H6 0.989 0.301 -5.063  0.70
H7 -1.687 -1.521 -5.138  -0.19
H8 -0.294 -1.392 -6.313  0.56
H9 -0.954 0.744 -7.305  0.36
H10 -2.231 1.066 -5.921  0.11
H11 -1.930 0.887 -2.835  0.20
H12 -3.694 -1.767 -2.986  -0.25
H13 -3.350 -0.515 -4.272  0.37
H14 -5.809 1.759 -2.349  0.40
H15 -2.333 1.572 0.570  0.37
H16 -2.246 2.214 -1.164  -0.13
H17 -3.828 1.573 -0.488  0.35
H18 -5.012 -1.909 0.298  0.43
H19 -4.264 -0.798 1.550  0.06
H20 -5.109 -0.067 0.018  0.20
H21 0.113 1.488 -2.225  -0.09
H22 1.942 -0.357 -0.470  0.31
H23 0.162 -0.807 -0.506  0.32
H24 1.541 1.610 0.782  0.14
H25 -0.075 2.064 -0.004  -0.16
H26 -0.841 0.021 1.322  0.30
H27 2.226 2.403 -1.334  0.01
H28 2.788 3.139 -4.339  0.52
H29 1.020 3.046 -3.707  -0.68
H30 3.080 4.560 -1.795  0.20
H31 2.764 5.411 -3.435  0.33
H32 0.325 4.269 -1.807  -0.41
H33 0.937 6.031 -1.437  0.45
H34 -0.142 6.739 -3.444  0.27
H35 0.820 5.581 -4.480  0.30
H36 -0.921 3.691 -4.337  -0.14
H37 -1.762 4.573 -2.961  0.31
H38 -3.727 4.597 -4.296  0.14
H39 -3.168 6.178 -3.435  0.28
H40 -3.797 6.282 -5.188  0.25
H41 4.568 2.343 -3.430  0.32
H42 4.519 2.899 -1.688  0.29
H43 4.711 0.569 -0.746  0.14
H44 4.366 -0.218 -2.392  -0.34
H45 7.141 1.173 -0.452  0.33
C26 -2.515 -4.476 -2.570  0.28
N3 -2.835 -4.627 -4.013  1.04
O10 -3.038 -3.606 -4.654  -0.57
O11 -2.871 -5.762 -4.454  -0.63
H46 -2.516 -3.418 -2.318  -0.41
H47 -3.280 -5.008 -2.006  0.42
H48 -1.528 -4.910 -2.405  -0.25
C27 -6.114 -2.676 4.407  -0.74
N4 -5.874 -1.607 3.402  0.99
O12 -5.343 -0.579 3.793  -0.51
O13 -6.225 -1.835 2.258  -0.55
H49 -5.752 -2.335 5.375  0.17
H50 -7.187 -2.862 4.439  0.32
H51 -5.569 -3.561 4.081  0.33
C28 2.921 0.553 3.816  -0.61
N5 3.649 1.663 3.149  0.94
O14 3.654 2.748 3.708  -0.58
O15 4.192 1.409 2.086  -0.53
H52 2.492 0.921 4.744  0.29
H53 2.138 0.217 3.135  0.13
H54 3.641 -0.240 4.013  0.35
C29 10.274 0.160 -1.869  -0.59
N6 11.291 -0.035 -0.804  0.86
O16 12.437 -0.259 -1.156  -0.53
O17 10.903 0.044 0.351  -0.54
H55 10.757 0.063 -2.839  0.32
H56 9.511 -0.607 -1.740  0.24
H57 9.855 1.157 -1.745  0.22
C30 -7.080 0.502 6.710  -0.54
N7 -7.215 -0.888 7.219  0.94
O18 -6.190 -1.545 7.343  -0.52
O19 -8.342 -1.273 7.478  -0.57
H58 -6.026 0.706 6.525  0.09
H59 -7.655 0.573 5.788  0.29
H60 -7.474 1.172 7.474  0.30
C31 -0.031 -7.351 -0.047  -0.87
N8 0.204 -6.272 -1.042  0.94
O20 0.726 -5.243 -0.644  -0.52
O21 -0.145 -6.494 -2.191  -0.57
H61 0.326 -7.016 0.925  0.32
H62 -1.099 -7.544 -0.019  0.35
H63 0.521 -8.229 -0.379  0.32
C32 4.890 7.725 -0.140  -0.76
N9 4.213 7.472 -1.438  0.82
O22 4.915 7.395 -2.431  -0.51
O23 2.999 7.360 -1.414  -0.44
H64 5.962 7.802 -0.313  0.31
H65 4.496 8.659 0.260  0.28
H66 4.664 6.887 0.517  0.29
C33 -2.502 -11.186 1.663  -0.73
N10 -1.790 -10.074 0.980  0.86
O24 -1.800 -8.981 1.527  -0.53
O25 -1.246 -10.336 -0.078  -0.49
H67 -2.936 -10.809 2.587  0.32
H68 -3.280 -11.540 0.988  0.28
H69 -1.771 -11.966 1.869  0.28
C34 -3.307 1.676 8.689  -0.70
N11 -3.636 1.513 7.250  0.78
O26 -3.837 2.527 6.602  -0.52
O27 -3.681 0.368 6.821  -0.38
H70 -3.301 2.737 8.930  0.30
H71 -4.072 1.154 9.262  0.29
H72 -2.323 1.237 8.852  0.24
C35 5.326 1.555 6.703  -0.61
N12 4.880 0.171 7.011  0.90
O28 3.947 -0.278 6.361  -0.54
O29 5.479 -0.417 7.892  -0.53
H73 4.706 1.955 5.903  0.18
H74 5.212 2.146 7.611  0.30
H75 6.369 1.503 6.394  0.28
C36 -1.289 -1.790 5.337  -0.51
N13 -0.877 -2.016 6.747  0.95
O30 -0.502 -3.135 7.050  -0.56
O31 -0.946 -1.059 7.499  -0.52
H76 -1.177 -2.722 4.786  0.32
H77 -2.331 -1.469 5.347  0.10
H78 -0.642 -1.017 4.925  0.21


Number 3 is which compound? C36H78FN13O31